(1)
{"formula": "C39H52AsF9InN4P2SbTe", "method": "wB97M-V/def2-TZVPD", "homo_ev": [-15.3, -15.9], "lumo_energy_ev": [-9.945, -10.349], "e_above_lowest_ev": 4.282, "spin_multiplicity": 2, "total_charge": 3, "total_energy_ha": -6251.19577, "homo_lumo_gap_ev": [5.31, 5.52], "symbols": ["In", "N", "C", "C", "C", "C", "N", "H", "H", "H", "H", "H", "H", "H", "H", "H", "H", "H", "H", "N", "P", "C", "C", "C", "C", "C", "C", "C", "C", "C", "C", "C", "C", "P", "C", "C", "C", "C", "C", "C", "C", "C", "C", "C", "C", "C", "H", "H", "H", "H", "H", "H", "H", "H", "H", "H", "H", "H", "H", "H", "H", "H", "H", "H", "H", "H", "H", "C", "As", "C", "C", "H", "H", "H", "H", "H", "H", "H", "H", "H", "C", "Te", "C", "H", "H", "H", "H", "H", "H", "F", "Sb", "F", "F", "F", "F", "F", "F", "C", "F", "F", "C", "C", "C", "N", "C", "C", "H", "H", "H", "H"], "xyz": [[-0.9905, -0.4080, -0.7180], [-1.6588, 1.1956, -2.6420], [-1.1534, 2.5420, -2.9193], [-1.8591, 3.6353, -2.1190], [-1.4500, 3.7499, -0.6445], [-2.1785, 2.8004, 0.3154], [-1.2985, 1.8176, 0.9538], [-1.3528, 0.5605, -3.3784], [-2.6781, 1.2090, -2.6779], [-1.2889, 2.7764, -3.9846], [-0.0775, 2.5623, -2.7135], [-2.9384, 3.5020, -2.2006], [-1.6222, 4.5826, -2.6042], [-1.6655, 4.7713, -0.3309], [-0.3676, 3.6172, -0.5673], [-2.9621, 2.2741, -0.2331], [-2.6809, 3.3880, 1.0867], [-0.5619, 0.8940, 2.6391], [-0.3425, 2.0744, 0.7095], [2.5364, 0.3078, 0.4906], [1.6071, -0.3332, 1.6554], [2.4600, 0.0367, 3.1857], [3.6618, 0.7461, 3.3425], [4.1567, 1.0029, 4.6054], [3.4733, 0.5618, 5.7346], [2.2748, -0.1313, 5.5993], [1.7760, -0.3908, 4.3418], [-1.3237, 1.6623, 2.4207], [-2.6270, 1.1839, 3.0587], [-3.6719, 2.2497, 3.1058], [-3.2846, 3.5052, 3.3650], [-1.8751, 3.8207, 3.4945], [-0.9365, 2.9689, 3.0702], [2.0730, 0.6115, -1.1948], [2.2684, 2.4324, -1.1750], [2.1158, 3.2324, -0.0475], [2.2051, 4.6113, -0.1583], [2.4128, 5.2040, -1.3940], [2.5587, 4.4093, -2.5223], [2.4802, 3.0325, -2.4163], [3.6558, 0.1892, -2.0017], [4.8666, 0.7069, -1.5427], [6.0328, 0.4336, -2.2310], [5.9989, -0.3350, -3.3852], [4.7954, -0.8374, -3.8532], [3.6246, -0.5823, -3.1589], [3.4652, 0.6765, 0.7062], [4.2198, 1.1078, 2.4907], [5.0810, 1.5485, 4.7222], [3.8709, 0.7632, 6.7176], [1.7401, -0.4589, 6.4772], [0.8415, -0.9235, 4.2271], [-2.3585, 0.9714, 4.1026], [-4.7146, 1.9910, 3.0056], [-4.0047, 4.2997, 3.4862], [-1.6038, 4.7768, 3.9118], [0.1136, 3.2185, 3.0866], [1.9426, 2.7864, 0.9257], [2.1158, 5.2217, 0.7267], [2.4686, 6.2788, -1.4776], [2.7406, 4.8624, -3.4842], [2.6046, 2.4146, -3.2954], [4.9023, 1.3492, -0.6731], [6.9701, 0.8352, -1.8791], [6.9113, -0.5250, -3.9276], [4.7677, -1.4164, -4.7635], [2.6802, -0.9628, -3.5248], [1.2008, -4.7352, 0.4393], [-0.2790, -3.4441, 0.6239], [-1.6972, -4.4200, -0.2880], [-0.7857, -3.7957, 2.4971], [0.8309, -5.7197, 0.7264], [2.0422, -4.4760, 1.0801], [1.5443, -4.7831, -0.5919], [-1.8656, -5.3581, 0.2425], [-1.4120, -4.6401, -1.3150], [-2.6234, -3.8486, -0.3023], [-0.7742, -4.8744, 2.6505], [-1.7944, -3.4259, 2.6852], [-0.0891, -3.3364, 3.1990], [-5.3229, -0.5683, 2.6064], [-3.2375, -0.7787, 2.3612], [-3.1241, -1.5628, 4.3558], [-5.7338, 0.0269, 1.7971], [-5.5435, -0.1205, 3.5751], [-5.7350, -1.5764, 2.5595], [-3.6358, -2.5236, 4.3835], [-3.6318, -0.8828, 5.0383], [-2.0992, -1.7055, 4.6864], [-3.7574, 0.2751, 0.0212], [-4.8658, -0.9730, -1.1649], [-4.4358, -2.1798, 0.3178], [-3.1163, -1.4700, -1.8992], [-5.6291, -2.3508, -2.1319], [-4.7556, 0.4843, -2.3667], [-6.3837, -0.3020, -0.3089], [2.1271, -6.0413, -4.5684], [1.2964, -5.2569, -5.2626], [0.3560, -6.0226, -5.8006], [2.0054, -4.7080, -6.2545], [0.7110, -4.1757, -4.3732], [-0.5634, -3.6730, -4.5927], [-1.0175, -2.6573, -3.7599], [-0.2915, -2.1662, -2.7644], [0.9175, -2.6666, -2.5486], [1.4760, -3.6622, -3.3312], [-1.1872, -4.0600, -5.3841], [-2.0051, -2.2397, -3.8973], [1.4700, -2.2331, -1.7179], [2.4724, -4.0312, -3.1443]]}

(2)
{"formula": "C39H52Br2N8NaO5Si", "method": "wB97M-V/def2-TZVPD", "homo_ev": -4.3, "lumo_energy_ev": 1.817, "e_above_lowest_ev": 0.006, "total_charge": -1, "total_energy_ha": -7931.55814, "homo_lumo_gap_ev": 6.11, "symbols": ["Na", "Br", "C", "C", "C", "C", "O", "C", "C", "N", "C", "C", "C", "C", "C", "C", "C", "C", "N", "C", "C", "H", "H", "H", "H", "H", "H", "H", "H", "H", "H", "O", "C", "C", "C", "C", "C", "C", "C", "O", "N", "O", "O", "H", "H", "H", "H", "C", "N", "C", "C", "N", "N", "C", "N", "N", "H", "H", "H", "H", "H", "H", "H", "H", "H", "H", "H", "C", "C", "C", "C", "Si", "Br", "C", "C", "C", "C", "C", "C", "C", "C", "H", "H", "H", "H", "H", "H", "H", "H", "H", "H", "H", "H", "H", "H", "H", "H", "H", "H", "H", "H", "H", "H", "H", "H", "H", "H", "H"], "xyz": [[-0.0330, -0.5977, -0.0233], [-7.2241, -2.0729, 0.4542], [-5.3123, -2.0136, 0.4493], [-4.5876, -3.0558, -0.1586], [-3.2257, -3.0513, -0.0908], [-2.4709, -2.0326, 0.6087], [-1.2273, -2.1046, 0.7096], [-3.2658, -0.9418, 1.1510], [-2.6748, 0.2252, 1.7200], [-1.4272, 0.3800, 2.0006], [-0.9652, 1.5320, 2.5956], [-1.7250, 2.3587, 3.4122], [-1.2036, 3.5403, 3.9577], [0.1003, 3.9008, 3.7472], [0.9444, 3.0436, 3.0070], [2.3218, 3.3019, 2.8293], [3.0938, 2.4057, 2.1478], [2.4812, 1.2498, 1.6232], [1.2076, 0.9917, 1.7437], [0.4253, 1.8536, 2.4302], [-4.6716, -0.9745, 1.0579], [-5.1209, -3.8519, -0.6626], [-2.6411, -3.8485, -0.5346], [-3.3768, 1.0603, 1.8799], [-2.7449, 2.0817, 3.6456], [-1.8455, 4.1754, 4.5573], [0.5081, 4.8157, 4.1614], [2.7476, 4.2102, 3.2403], [4.1571, 2.5621, 2.0152], [3.0652, 0.5072, 1.0856], [-5.2445, -0.1701, 1.5068], [1.9519, -1.6578, 0.0682], [2.1804, -2.7372, -0.4523], [1.6578, -3.2400, -1.7044], [2.2857, -4.3346, -2.2724], [1.8821, -4.8515, -3.4921], [0.7680, -4.2775, -4.1579], [0.1135, -3.2220, -3.6172], [0.5116, -2.6121, -2.3599], [-0.0978, -1.6397, -1.8877], [2.5929, -5.9288, -4.0817], [2.2067, -6.3702, -5.1622], [3.5560, -6.4090, -3.4849], [2.8940, -3.4349, 0.0402], [3.1258, -4.7981, -1.7684], [0.4537, -4.7128, -5.0962], [-0.7427, -2.7808, -4.1119], [4.4624, 2.1487, -3.0653], [3.8815, 1.4117, -1.9511], [4.2398, 0.0042, -1.9783], [2.5041, 1.6524, -1.7114], [1.5703, 0.8121, -1.7696], [2.3017, 3.0141, -1.4216], [1.1446, 3.6635, -0.9776], [1.4280, 5.0106, -0.7029], [0.0185, 3.1106, -0.8353], [5.5395, 1.9821, -3.0778], [4.2818, 3.2175, -2.9687], [4.0514, 1.8218, -4.0315], [5.3259, -0.0761, -1.9345], [3.8885, -0.5085, -2.8850], [3.8117, -0.4935, -1.1100], [1.8347, -0.1189, -2.0757], [3.1477, 3.4976, -1.1741], [2.1221, 5.4471, -1.2891], [0.6090, 5.5787, -0.5718], [-0.7041, 3.7565, -0.5280], [-3.1016, -1.1818, -4.5054], [-3.2695, 0.2459, -5.0553], [-4.3465, 0.2372, -6.1499], [-1.9264, 0.6356, -5.6902], [-3.7162, 1.4729, -3.6302], [-2.3063, 0.9567, -1.9170], [-5.5152, 1.2425, -2.9433], [-5.8451, -0.2550, -2.9062], [-6.5624, 1.9500, -3.8142], [-5.6393, 1.7599, -1.5009], [-3.2883, 3.3172, -4.0531], [-3.8293, 4.2310, -2.9430], [-3.9103, 3.7443, -5.3897], [-1.7683, 3.5432, -4.1118], [-2.7114, -1.8264, -5.3008], [-4.0438, -1.6105, -4.1696], [-2.3990, -1.2093, -3.6702], [-4.0572, -0.4631, -6.9403], [-4.4732, 1.2223, -6.6048], [-5.3149, -0.0835, -5.7621], [-1.6210, -0.1461, -6.3932], [-1.1438, 0.7294, -4.9334], [-1.9941, 1.5699, -6.2506], [-5.8998, -0.6852, -3.9074], [-6.8186, -0.4052, -2.4331], [-5.1072, -0.8054, -2.3187], [-6.5222, 1.6131, -4.8529], [-6.4361, 3.0345, -3.8000], [-7.5633, 1.7261, -3.4311], [-4.8899, 1.3000, -0.8571], [-6.6273, 1.4977, -1.1075], [-5.5295, 2.8423, -1.4337], [-4.9200, 4.2541, -2.9344], [-3.4771, 5.2549, -3.1080], [-3.4755, 3.9024, -1.9631], [-4.9918, 3.5938, -5.4002], [-3.4827, 3.1883, -6.2263], [-3.7168, 4.8083, -5.5639], [-1.2788, 3.1897, -3.2020], [-1.5707, 4.6168, -4.2112], [-1.3069, 3.0450, -4.9623]]}